Below is the molecule C3H5ClS, with properties calculated with ωB97M-V/def2-TZVPD.

Structure (ORCA input):
```
! RIJCOSX wB97M-V def2-TZVPD def2/J DEFGRID3
* xyz 0 1
H -2.03078 -0.06813 0.90315
S 1.36736 1.49563 -0.04545
C -0.50891 -0.13588 -0.56671
H 2.68244 1.52969 0.21333
H 0.35878 -0.26620 1.42227
H -2.64628 -0.65235 -0.63806
H -0.14478 -0.25567 -1.63672
C 0.71297 -0.02459 0.37445
C -1.74807 -0.26449 -0.13815
Cl 1.95727 -1.35801 0.11190
*
```

As for the total energy: -975.6301 Ha. The calculation puts the relative energy (zero: lowest compared OMol25 entry of this formula, charge and spin) at 70.0 kJ/mol. For the LUMO energy, the calculation gives 0.635 eV. The value obtained for the gap between HOMO and LUMO is 10.1 eV. As for the structure (SMILES): C=C[C@H](S)Cl.

---

Below is a cluster of 2 separate species, H5NO2 in total, with properties calculated with ωB97M-V/def2-TZVPD.

Structure (ORCA input):
```
! RIJCOSX wB97M-V def2-TZVPD def2/J DEFGRID3
* xyz 0 1
O -0.92943 -0.65854 1.70815
H -1.26983 -0.17830 0.94569
H 0.32786 1.55793 -1.23319
H -1.13017 -0.01670 2.42627
N 1.03639 -0.11762 -0.83282
H 1.33095 -0.49400 -1.70781
O -0.13701 0.72211 -1.10244
H 0.77124 -0.81488 -0.20384
*
```

As for the total energy: -208.1611 Ha. The calculation puts the relative energy (zero: lowest compared OMol25 entry of this formula, charge and spin) at 6.5 kJ/mol. For the LUMO energy, the calculation gives 0.993 eV. The value obtained for the gap between HOMO and LUMO is 10.7 eV. As for the structure (SMILES): NO.O.

---

Below is a cluster of 2 separate species, C5H14N2S in total, with properties calculated with ωB97M-V/def2-TZVPD.

Structure (ORCA input):
```
! RIJCOSX wB97M-V def2-TZVPD def2/J DEFGRID3
* xyz 0 1
H 0.26318 0.69145 -1.35096
H 3.15274 0.14472 -1.72476
H -2.09111 1.39543 2.00600
H -3.48537 1.74305 1.27219
H -2.13207 0.46002 -1.97851
C 1.23428 -0.54124 0.94551
N -0.17013 -0.04758 0.54814
H 0.02809 -1.11397 -1.29828
C 3.15874 0.12772 -0.60017
H 4.19367 0.18075 -0.18323
S -2.80715 -1.47411 -0.93732
H -2.24512 0.71277 -0.06643
H 1.09534 -1.03332 1.91413
C -1.87369 0.04623 -0.98589
N -2.66162 1.18935 1.20318
H -3.21092 -1.54123 0.38139
H 1.58731 0.65555 1.30493
C 2.24043 -0.93158 -0.04657
C -0.32863 -0.14853 -0.89812
H -0.97387 0.51046 0.86668
H 2.44079 -1.95252 -0.14691
H 2.58513 0.92656 -0.22500
*
```

As for the total energy: -706.2588 Ha. The calculation puts the relative energy (zero: lowest compared OMol25 entry of this formula, charge and spin) at 870.0 kJ/mol. For the LUMO energy, the calculation gives -3.009 eV. The value obtained for the gap between HOMO and LUMO is 3.9 eV.

---

Below is a structure of composition C15H43BCoNO5, with properties calculated with ωB97M-V/def2-TZVPD.

Structure (ORCA input):
```
! RIJCOSX wB97M-V def2-TZVPD def2/J DEFGRID3
* xyz 2 5
H -3.34434 0.97717 0.51554
H -1.92164 1.55033 1.39187
C 3.30694 2.36239 -1.71057
H -3.45263 1.04618 -1.81449
H 2.60759 0.01126 1.94543
C -0.83258 -3.34641 -0.40357
C 3.62433 -0.38054 1.97387
Co 0.16581 2.00500 -1.08393
C -1.82027 1.54503 -3.14348
C -0.08674 -0.20535 3.44985
O 1.99302 2.38442 -2.30481
H 0.10305 1.72274 -4.92372
H -2.97567 2.72205 0.68342
H 3.32849 -3.34731 0.23289
H 0.01304 -3.28218 0.28119
H -0.35587 0.02042 -1.21505
H -2.39757 1.93059 -3.98380
H -2.65908 -3.17400 0.80436
C 0.40408 1.58078 -3.88577
H 3.07076 2.57572 -0.66806
O -1.62906 -1.47442 0.71291
H 0.87007 -0.99166 -0.35634
C 3.00666 -2.67917 1.03171
H -0.91405 -1.10634 0.18860
H -3.80519 -1.48640 -0.99241
C -1.86721 0.64413 5.07746
H 2.56102 1.33590 -4.01114
H 0.13805 -0.88894 2.63115
H -1.42846 -1.45479 4.65848
H -3.47872 -2.98438 -1.63695
C -2.10844 -2.61092 0.05082
H -0.87097 3.11070 -3.54257
H -3.13239 2.77226 -1.83875
H -1.00575 0.98107 5.65405
O -1.87086 1.70993 -0.64919
H -2.58901 0.22181 5.77657
H 3.92074 3.14405 -2.15818
H 0.27889 0.51712 0.34669
H -0.08849 0.76431 2.95200
H -2.49633 -1.50679 -1.92592
H 3.79744 1.38936 -1.68411
H 4.85741 -1.64544 0.89448
H 2.36571 -0.59292 -0.23393
C -2.95722 -2.14687 -1.17359
O 3.31332 -0.70636 -0.33760
H 2.02925 3.07118 -4.23581
C -2.55535 1.72919 0.52324
B 0.51103 0.00255 -0.57285
H 0.38206 0.51541 -3.65637
H 1.28974 0.54768 -1.08341
H -2.32623 -1.12169 2.44606
C -1.48185 -0.51375 4.11104
C 1.88304 2.13172 -3.70277
H 3.33836 -3.07796 1.99039
H -0.43961 -2.93943 -1.33526
O -2.53749 -0.55679 3.19297
H 0.73307 -0.19841 4.16815
H -2.44552 1.45237 4.62980
H 3.88739 -0.81487 2.93837
H 1.93279 -2.49289 1.04592
C 3.80788 -1.36061 0.82052
H -1.71827 0.46122 -3.19870
H -0.95899 -4.40866 -0.61273
H 4.27599 0.48004 1.82278
N -0.58783 2.28896 -3.02811
C -2.65737 1.79121 -1.83865
*
```

As for the total energy: -2435.0215 Ha. For the LUMO energy (alpha / beta), the calculation gives -6.318 / -11.519 eV. The value obtained for the gap between HOMO and LUMO (alpha / beta) is 7.8 / 2.6 eV.

---

Q: Which formula does entry 4 have?
A: C15H43BCoNO5

---

What did the third record say?
Below is a cluster of 2 separate species, C5H14N2S in total, with properties calculated with ωB97M-V/def2-TZVPD.

Structure (ORCA input):
```
! RIJCOSX wB97M-V def2-TZVPD def2/J DEFGRID3
* xyz 0 1
H 0.26318 0.69145 -1.35096
H 3.15274 0.14472 -1.72476
H -2.09111 1.39543 2.00600
H -3.48537 1.74305 1.27219
H -2.13207 0.46002 -1.97851
C 1.23428 -0.54124 0.94551
N -0.17013 -0.04758 0.54814
H 0.02809 -1.11397 -1.29828
C 3.15874 0.12772 -0.60017
H 4.19367 0.18075 -0.18323
S -2.80715 -1.47411 -0.93732
H -2.24512 0.71277 -0.06643
H 1.09534 -1.03332 1.91413
C -1.87369 0.04623 -0.98589
N -2.66162 1.18935 1.20318
H -3.21092 -1.54123 0.38139
H 1.58731 0.65555 1.30493
C 2.24043 -0.93158 -0.04657
C -0.32863 -0.14853 -0.89812
H -0.97387 0.51046 0.86668
H 2.44079 -1.95252 -0.14691
H 2.58513 0.92656 -0.22500
*
```

As for the total energy: -706.2588 Ha. The calculation puts the relative energy (zero: lowest compared OMol25 entry of this formula, charge and spin) at 870.0 kJ/mol. For the LUMO energy, the calculation gives -3.009 eV. The value obtained for the gap between HOMO and LUMO is 3.9 eV.

---

Please write out number 3 again, unchanged.
Below is a cluster of 2 separate species, C5H14N2S in total, with properties calculated with ωB97M-V/def2-TZVPD.

Structure (ORCA input):
```
! RIJCOSX wB97M-V def2-TZVPD def2/J DEFGRID3
* xyz 0 1
H 0.26318 0.69145 -1.35096
H 3.15274 0.14472 -1.72476
H -2.09111 1.39543 2.00600
H -3.48537 1.74305 1.27219
H -2.13207 0.46002 -1.97851
C 1.23428 -0.54124 0.94551
N -0.17013 -0.04758 0.54814
H 0.02809 -1.11397 -1.29828
C 3.15874 0.12772 -0.60017
H 4.19367 0.18075 -0.18323
S -2.80715 -1.47411 -0.93732
H -2.24512 0.71277 -0.06643
H 1.09534 -1.03332 1.91413
C -1.87369 0.04623 -0.98589
N -2.66162 1.18935 1.20318
H -3.21092 -1.54123 0.38139
H 1.58731 0.65555 1.30493
C 2.24043 -0.93158 -0.04657
C -0.32863 -0.14853 -0.89812
H -0.97387 0.51046 0.86668
H 2.44079 -1.95252 -0.14691
H 2.58513 0.92656 -0.22500
*
```

As for the total energy: -706.2588 Ha. The calculation puts the relative energy (zero: lowest compared OMol25 entry of this formula, charge and spin) at 870.0 kJ/mol. For the LUMO energy, the calculation gives -3.009 eV. The value obtained for the gap between HOMO and LUMO is 3.9 eV.